{"formula": "C9H5Cl9Cr2O4", "method": "the ωB97M-V functional and the def2-TZVPD basis", "multiplicity": 9, "lumo_energy_ev": [-9.3, -9.0], "mol_weight_g_mol": 600.204, "e_homo_ha": [-0.5529, -0.5529], "e_tot_ev": -187129.437, "total_charge": 2, "orbital_gap_ha": [0.21158, 0.22247], "symbols": ["Cr", "Cr", "C", "C", "C", "O", "C", "C", "C", "O", "O", "O", "H", "H", "C", "Cl", "Cl", "Cl", "H", "C", "Cl", "Cl", "Cl", "H", "C", "Cl", "Cl", "Cl", "H"], "positions_angstrom": [[-0.467, 1.271, -4.131], [0.149, 2.970, 2.779], [-0.205, 0.378, -0.233], [-0.614, 0.701, -1.510], [-1.516, 1.881, -1.714], [-1.952, 2.105, -2.905], [-2.002, 2.646, -0.675], [-1.487, 2.408, 0.596], [-0.579, 1.185, 0.840], [-0.033, 1.116, 1.979], [-1.389, 3.235, 1.550], [-0.257, -0.061, -2.481], [0.350, -0.530, -0.041], [-2.694, 3.462, -0.824], [0.194, -3.854, -1.787], [-0.571, -5.128, -0.869], [-0.509, -3.674, -3.408], [1.935, -4.107, -1.877], [0.049, -2.898, -1.299], [-0.590, -2.745, 3.780], [-0.481, -2.339, 2.074], [0.027, -1.408, 4.799], [0.178, -4.259, 4.164], [-1.624, -2.815, 4.093], [2.764, 1.988, -0.634], [3.242, 1.352, 0.931], [4.174, 2.379, -1.598], [1.759, 3.463, -0.424], [2.148, 1.280, -1.174]]}

---

{"formula": "C9H5ClF5O2RhS", "method": "the ωB97M-V functional and the def2-TZVPD basis", "lumo_energy_ev": [-1.9, -1.8], "mol_weight_g_mol": 410.553, "e_homo_ha": [-0.2962, -0.2955], "e_tot_ev": -53458.514, "total_charge": 0, "orbital_gap_ha": [0.22644, 0.22982], "symbols": ["Rh", "F", "C", "C", "F", "C", "F", "C", "S", "C", "F", "C", "F", "Cl", "C", "H", "H", "C", "O", "C", "O", "H", "H", "H"], "positions_angstrom": [[0.337, 0.342, -0.166], [-1.023, -5.386, 3.361], [-0.351, -4.420, 2.737], [-1.027, -3.351, 2.182], [-2.357, -3.284, 2.264], [-0.307, -2.362, 1.552], [-0.985, -1.310, 1.022], [1.068, -2.383, 1.431], [1.964, -1.107, 0.637], [1.722, -3.474, 1.991], [3.049, -3.568, 1.913], [1.027, -4.479, 2.638], [1.680, -5.510, 3.171], [0.109, 2.840, -1.419], [1.408, 1.726, -1.028], [2.107, 2.180, -0.333], [1.876, 1.338, -1.927], [-3.371, 1.952, 0.302], [-2.068, 1.359, 0.500], [-1.626, 0.622, -0.504], [-2.191, 0.285, -1.490], [-3.646, 2.382, 1.259], [-4.083, 1.191, -0.006], [-3.300, 2.724, -0.462]]}

---

{"formula": "C9H5NO2", "method": "the ωB97M-V functional and the def2-TZVPD basis", "smiles": "O=C1C=CC(=O)c2cnccc21", "lumo_energy_ev": -2.0, "mol_weight_g_mol": 159.144, "e_homo_ha": -0.3750, "e_tot_ev": -14996.324, "total_charge": 0, "orbital_gap_ha": 0.30308, "symbols": ["O", "C", "C", "C", "C", "O", "C", "C", "N", "C", "C", "C", "H", "H", "H", "H", "H"], "positions_angstrom": [[-1.624, -2.477, -0.248], [-1.368, -1.258, -0.035], [-2.454, -0.221, 0.263], [-1.951, 1.081, -0.009], [-0.661, 1.612, -0.001], [-0.385, 2.776, 0.064], [0.353, 0.637, -0.276], [1.660, 1.014, -0.144], [2.805, 0.252, -0.043], [2.482, -1.071, 0.163], [1.214, -1.591, 0.228], [0.104, -0.754, -0.081], [-3.484, -0.564, 0.504], [-2.659, 1.819, 0.111], [1.971, 2.017, -0.064], [3.427, -1.548, 0.372], [0.910, -2.565, 0.210]]}